1.
# C3H6N2S2

One molecule with the formula C3H6N2S2 in a non-equilibrium geometry (ωB97M-V/def2-TZVPD, the Open Molecules 2025 dataset).

Geometry as XYZ:
```
13
Properties=species:S:1:pos:R:3:forces:R:3:lowdin_charge:R:1
C 0.368 0.916 -1.164 3.05 0.37 -0.24 -0.355
C 0.315 0.172 0.094 -0.67 -1.70 0.25 -0.541
C 0.977 -1.193 -0.051 -2.28 -2.62 -0.24 -0.130
N -0.615 1.199 -1.829 -2.72 1.54 -2.29 -0.451
N -1.751 0.107 2.147 -0.63 -2.00 -1.97 -0.372
S -1.402 -0.216 0.666 -0.77 0.02 -0.14 0.798
S -2.196 1.000 -1.385 0.92 -0.84 1.61 0.619
H 1.362 1.260 -1.615 -1.02 -0.77 0.93 0.149
H 0.934 0.594 0.824 0.30 1.35 1.47 0.099
H 1.341 -1.581 0.873 0.33 0.10 0.93 0.067
H 1.777 -1.074 -0.692 1.88 0.01 -1.43 0.044
H 0.359 -2.116 -0.429 0.64 2.14 0.24 0.123
H -1.469 0.930 2.562 0.97 2.38 0.87 -0.052
```
Forces are in eV/Å.

Calculated values
- charge = 0
- HOMO-LUMO gap (eV) = 7.85
- E_LUMO (eV) = -0.54
- energy relative to the best compared isomer or geometry (same formula, charge and spin) (kJ/mol) = 336.6



2.
# C3H8S3

One molecule with the formula C3H8S3 in a non-equilibrium geometry (ωB97M-V/def2-TZVPD, the Open Molecules 2025 dataset).

Geometry as XYZ:
```
14
Properties=species:S:1:pos:R:3:forces:R:3:lowdin_charge:R:1
C -1.763 -0.099 -0.039 0.47 4.64 -1.06 -0.134
C -0.330 -0.511 -0.349 -0.45 -1.98 3.04 -0.745
C 0.761 0.502 -0.153 1.17 1.57 -1.53 -1.026
S 0.074 -2.013 0.743 -0.02 0.44 -0.60 0.712
S 1.144 1.084 1.511 -1.70 -3.07 1.32 0.747
S 2.344 -0.032 -1.058 -1.22 -0.24 0.50 0.671
H -2.399 -0.373 0.759 -0.09 -1.84 0.72 0.054
H -1.675 0.985 0.316 0.11 -0.78 -0.51 0.088
H -2.344 0.076 -0.952 -0.01 -0.58 0.09 0.080
H -0.201 -0.871 -1.323 -0.32 -0.46 -1.49 0.046
H 0.483 1.392 -0.745 -0.15 -0.25 0.44 0.064
H 0.632 -1.194 1.632 0.13 -0.39 0.44 -0.203
H 1.618 2.161 1.132 1.37 3.10 -1.08 -0.197
H 1.657 -1.107 -1.474 0.73 -0.16 -0.27 -0.158
```
Forces are in eV/Å.

Calculated values
- charge = 0
- SMILES = C[C@H](S)C(S)S
- HOMO-LUMO gap (eV) = 9.56
- E_LUMO (eV) = 0.60
- energy relative to the best compared isomer or geometry (same formula, charge and spin) (kJ/mol) = 109.8



3.
# C36H67Br9F9N7O13

C36H67Br9F9N7O13 as an isolated structure in a non-equilibrium geometry (ωB97M-V/def2-TZVPD, the Open Molecules 2025 dataset).

Geometry as XYZ:
```
141
Properties=species:S:1:pos:R:3:forces:R:3:lowdin_charge:R:1
C -1.549 1.048 -4.501 0.03 0.43 0.99 0.035
C -1.775 2.295 -3.618 1.78 -1.65 -3.02 -0.608
O -0.845 2.898 -3.143 1.54 0.75 1.54 0.016
N -2.971 2.766 -3.652 -3.97 1.29 0.23 0.041
C -3.363 4.020 -3.047 -0.65 0.51 -0.29 -0.040
H -1.158 0.337 -3.773 0.08 -0.57 -0.51 0.071
H -0.801 1.275 -5.260 0.16 0.06 0.29 0.087
H -2.435 0.685 -5.022 -0.06 -0.12 0.38 0.082
H -3.698 2.266 -4.144 0.22 -0.11 0.16 0.145
H -3.590 3.962 -1.982 0.51 -0.08 0.18 0.078
H -4.296 4.371 -3.488 -0.12 -0.33 -0.23 0.091
H -2.665 4.820 -3.292 0.08 -0.39 0.27 0.057
C 1.304 8.568 2.921 0.06 0.46 -0.18 0.085
C 1.544 7.109 3.393 -0.52 0.59 -2.71 -0.383
O 1.555 6.895 4.614 0.05 0.10 1.83 0.348
N 1.575 6.130 2.531 -0.20 -0.30 0.67 0.110
C 1.252 4.706 2.861 0.25 0.30 -0.07 0.028
H 0.862 8.580 1.925 -0.13 -0.70 -0.07 0.098
H 2.186 9.198 2.807 0.42 -0.49 0.48 0.109
H 0.611 9.120 3.557 0.09 -0.41 0.35 0.105
H 1.519 6.399 1.559 -0.17 0.10 -0.67 0.126
H 2.110 4.036 2.910 0.16 0.31 -0.29 0.108
H 0.581 4.403 2.057 0.00 -0.23 0.25 0.088
H 0.781 4.648 3.842 -0.21 0.17 -0.16 0.094
C 1.130 5.016 -1.917 -1.04 -0.91 -0.03 -0.053
C 0.163 6.049 -1.446 -0.15 2.86 0.50 -0.495
O 0.421 6.792 -0.471 0.13 -0.86 0.31 -0.043
N -0.977 6.310 -2.143 0.94 -0.88 0.06 0.017
C -1.965 7.359 -1.933 -0.25 -0.47 -0.14 -0.054
H 2.187 5.282 -1.933 -0.31 0.57 0.03 0.054
H 0.798 4.598 -2.867 0.24 -0.05 0.20 -0.003
H 1.022 4.220 -1.180 0.12 -0.33 -0.05 0.060
H -1.195 5.712 -2.928 0.42 -0.05 0.19 0.097
H -2.905 6.904 -1.619 -0.17 -0.06 -0.03 0.074
H -2.110 7.779 -2.928 -0.21 0.50 0.27 0.092
H -1.746 8.116 -1.180 0.64 -0.22 -0.30 0.084
C -2.746 4.046 1.338 1.16 -0.08 1.17 0.002
C -4.220 3.855 1.441 -0.59 0.66 -0.36 -0.533
O -4.886 3.549 0.461 -0.18 -0.32 0.09 0.024
N -4.767 4.175 2.642 -0.47 0.04 -0.32 0.017
C -6.203 4.109 2.947 0.18 -0.84 0.47 -0.051
H -2.320 4.075 2.341 0.02 0.16 0.20 0.045
H -2.482 5.007 0.897 -0.19 -0.14 -0.42 0.090
H -2.206 3.217 0.881 -0.39 0.10 -0.55 0.077
H -4.158 4.458 3.397 -0.11 -0.11 -0.25 0.128
H -6.259 3.554 3.883 -0.30 0.24 0.19 0.083
H -6.770 3.499 2.244 0.48 0.17 -0.34 0.086
H -6.716 5.064 3.053 0.38 0.14 -0.09 0.085
C -3.549 0.522 -1.112 -0.59 0.25 0.04 0.018
C -4.817 0.491 -1.938 0.81 -2.22 -2.57 -0.595
O -4.989 -0.365 -2.833 0.25 0.96 1.12 -0.044
N -5.635 1.502 -1.768 -1.34 1.83 1.04 0.016
C -6.823 1.886 -2.534 0.41 -0.45 0.44 -0.031
H -3.561 -0.309 -0.408 0.23 0.05 -0.01 0.070
H -3.513 1.487 -0.606 0.29 -0.12 0.31 0.060
H -2.714 0.456 -1.810 0.01 -0.23 0.15 0.070
H -5.459 2.099 -0.973 0.16 0.13 -0.02 0.085
H -6.576 2.792 -3.087 -0.21 -0.10 -0.32 0.073
H -7.612 2.131 -1.823 -0.08 -0.04 -0.11 0.085
H -7.153 1.068 -3.174 0.19 0.17 -0.03 0.089
C 4.293 -5.323 4.111 -0.21 -0.95 1.20 -0.002
C 3.538 -4.105 3.779 0.07 1.03 -1.30 -0.565
O 2.702 -3.571 4.487 -0.09 0.02 0.07 0.044
N 3.935 -3.587 2.583 0.72 0.41 -0.86 0.012
C 3.454 -2.334 2.037 -0.10 -0.08 1.42 -0.071
H 4.042 -6.158 3.457 0.20 0.14 -0.22 0.068
H 3.956 -5.592 5.112 0.37 -0.18 0.07 0.089
H 5.360 -5.100 4.101 -0.03 -0.27 -0.02 0.095
H 4.528 -4.113 1.957 -0.08 -0.27 0.38 0.101
H 4.153 -1.810 1.385 -0.04 -0.77 -0.50 0.086
H 3.421 -1.654 2.888 -0.78 0.13 0.05 0.089
H 2.469 -2.557 1.628 -0.09 0.82 -0.37 0.075
C 0.151 -1.356 3.625 -0.22 0.90 -0.63 0.034
C 0.094 0.178 3.805 0.11 -1.11 0.38 -0.557
O 0.998 0.966 3.625 1.24 0.34 -0.42 0.025
N -1.113 0.643 4.112 -2.09 0.65 0.59 0.012
C -1.464 2.080 4.165 0.86 -1.35 0.22 -0.053
H 0.719 -1.454 2.700 0.08 -0.45 0.12 0.053
H -0.865 -1.704 3.435 0.01 -0.12 -0.10 0.072
H 0.573 -1.995 4.400 0.36 0.55 0.10 0.080
H -1.852 -0.031 4.256 0.10 0.26 -0.02 0.132
H -2.545 2.126 4.298 0.12 0.32 -0.39 0.085
H -1.046 2.538 3.268 -0.51 0.14 -0.13 0.040
H -0.977 2.580 5.002 -0.01 -0.12 0.21 0.082
C 0.495 1.628 0.254 0.09 0.54 -0.88 -0.077
C 0.934 0.223 -0.032 -0.26 0.61 1.20 -0.234
O -0.228 -0.627 0.088 -0.44 -2.46 -2.16 0.002
C -0.363 -1.585 -0.928 2.32 1.07 -0.88 -0.268
O 0.339 -1.620 -1.937 -1.94 -0.08 2.35 0.117
C -1.446 -2.680 -0.641 -1.49 0.69 0.88 -0.481
F -2.452 -2.603 -1.587 1.75 -0.62 0.72 0.105
F -0.940 -3.922 -0.526 -0.35 1.26 -0.82 0.137
F -2.056 -2.399 0.532 0.41 -0.10 -0.44 0.095
H -0.031 1.816 1.190 0.03 -0.42 -0.02 0.058
H -0.087 1.923 -0.619 -0.32 0.49 0.15 0.070
H 1.415 2.211 0.241 0.00 0.30 0.09 0.070
H 1.612 -0.052 0.776 0.23 -0.54 -0.26 0.120
H 1.402 0.216 -1.016 -0.25 -0.53 0.19 0.040
C 3.515 -1.636 -1.642 -1.84 -0.14 -0.53 -0.048
C 3.081 -3.095 -1.379 0.57 -0.06 -0.74 -0.205
O 4.210 -3.727 -0.810 3.19 -2.33 0.52 -0.050
C 5.135 -4.463 -1.556 -3.08 0.41 -3.70 -0.256
O 4.970 -4.858 -2.748 0.85 1.62 5.23 0.117
C 6.458 -4.718 -0.784 0.91 0.54 0.36 -0.447
F 6.522 -4.023 0.430 -0.14 -1.48 -1.99 0.107
F 6.601 -6.042 -0.593 -0.14 0.95 0.41 0.159
F 7.523 -4.317 -1.541 -1.33 -0.21 0.94 0.143
H 4.581 -1.406 -1.644 -0.09 -0.55 -0.29 0.094
H 3.046 -0.953 -0.933 0.23 -0.25 0.22 0.031
H 3.005 -1.415 -2.580 0.55 0.54 -0.29 0.067
H 2.800 -3.736 -2.215 0.03 0.74 -0.67 0.104
H 2.213 -3.173 -0.724 0.43 0.02 0.52 0.105
C 4.397 -9.730 2.061 -0.67 1.53 0.56 -0.050
C 4.647 -8.891 0.788 1.16 -1.39 0.91 -0.202
O 3.436 -8.555 0.110 -1.38 1.94 -0.26 0.043
C 3.043 -7.255 0.245 2.52 1.41 1.56 -0.263
O 3.693 -6.378 0.850 -2.07 -2.44 -1.61 0.090
C 1.784 -6.777 -0.561 -0.92 -1.89 -0.59 -0.529
F 0.899 -7.807 -0.828 1.32 1.06 0.31 0.111
F 1.085 -5.814 -0.003 0.13 0.11 1.00 0.175
F 2.226 -6.274 -1.707 0.57 -0.34 -0.42 0.097
H 3.555 -10.421 2.021 0.31 -0.28 -0.66 0.083
H 4.077 -9.051 2.851 0.18 0.11 0.30 0.064
H 5.312 -10.218 2.397 -0.10 -0.06 -0.20 0.082
H 5.280 -9.562 0.208 -0.55 0.31 -1.02 0.124
H 5.240 -7.992 0.953 -0.24 -0.10 0.29 0.110
C -1.696 -5.689 -3.922 0.87 -1.29 -0.77 -1.461
Br -2.025 -5.827 -5.918 -0.05 0.37 1.74 0.505
Br 0.212 -5.339 -3.649 -0.82 0.30 -0.20 0.602
Br -2.051 -7.441 -3.079 -0.21 0.88 -0.34 0.535
H -2.280 -4.930 -3.401 0.01 -0.10 -0.56 -0.035
C -4.977 -4.569 -0.655 -0.38 -0.22 0.27 -1.485
Br -3.984 -5.003 1.023 -0.69 0.53 -1.06 0.549
Br -5.784 -2.760 -0.762 0.39 -1.24 0.39 0.614
Br -6.284 -6.034 -0.971 0.71 1.06 0.08 0.531
H -4.268 -4.560 -1.484 -0.12 -0.28 0.37 -0.055
C 3.757 3.161 -3.854 -0.68 0.52 0.76 -1.373
Br 4.974 4.459 -2.848 -1.18 -1.36 -0.75 0.509
Br 2.484 4.188 -4.979 1.20 -0.74 0.28 0.584
Br 2.649 1.915 -2.730 1.01 0.95 -0.48 0.624
H 4.396 2.478 -4.413 -0.16 0.56 -0.14 -0.024
```
Forces are in eV/Å.

Calculated values
- charge = +1
- ⟨S²⟩ = 0.75
- HOMO-LUMO gap (spin up / spin down) (eV) = 7.74 / 2.67
- E_LUMO (spin up / spin down) (eV) = -3.01 / -8.07
- spin multiplicity = 2



- What is the formula in the first record?
  C3H6N2S2



- Which of these has the highest charge?
  C36H67Br9F9N7O13